Below is a molecular structure, C21H72BIN26O13P in a non-equilibrium geometry, with properties calculated with ωB97M-V with the def2-TZVPD basis set.

Properties
HOMO-LUMO gap	0.227	Eh
multiplicity	1
net charge	+1
E_HOMO	-0.34585	hartree
energy	-3909.03485	hartree

Element x y z (Å)
1 C 5.385359 -6.083543 0.498417
2 C 4.723055 -5.268858 -0.618238
3 C 4.905833 -3.751126 -0.489487
4 N 3.803023 -3.110363 0.281359
5 P 4.093367 -2.301520 1.723727
6 I 5.913409 -3.171921 3.065571
7 C 2.533751 -2.502054 2.604270
8 C 1.555376 -1.839983 1.592102
9 C 0.402139 -2.759095 1.185582
10 C -0.788585 -1.970026 0.641302
11 N -0.711758 -2.060474 -0.829450
12 B 4.323426 -0.361641 1.541661
13 O 4.038257 0.331504 2.698131
14 C 4.639986 0.363430 0.214245
15 C 5.099912 -0.517125 -0.956945
16 H 5.493202 -7.126205 0.209578
17 H 6.392507 -5.697490 0.660543
18 H 4.825482 -6.002925 1.430467
19 H 5.209710 -5.533696 -1.558311
20 H 3.665125 -5.508603 -0.737801
21 H 5.890028 -3.499954 -0.098586
22 H 4.863785 -3.340184 -1.498411
23 H 3.105097 -3.821325 0.505791
24 H 2.326996 -3.554221 2.808785
25 H 2.574168 -1.942693 3.538632
26 H 2.128142 -1.669086 0.674819
27 H 1.218652 -0.875796 1.969228
28 H 0.782950 -3.396078 0.387389
29 H 0.112952 -3.386586 2.022178
30 H -0.737432 -0.911616 0.898021
31 H -1.728846 -2.344503 1.037348
32 H -1.543987 -1.629651 -1.223925
33 H -0.735002 -3.030493 -1.121632
34 H 4.722030 0.249210 3.378400
35 H 3.757392 0.924030 -0.112112
36 H 5.390249 1.130973 0.440009
37 H 5.560460 0.105954 -1.717079
38 H 5.834998 -1.269213 -0.667133
39 H 4.223555 -0.975745 -1.410833
40 C 0.491574 2.074558 -0.294096
41 O 0.516301 3.248501 -0.615159
42 N 1.085875 1.621727 0.856177
43 N -0.132370 1.124130 -1.041692
44 H 1.063839 0.661500 1.143565
45 H 1.539228 2.301530 1.438688
46 H -0.576255 1.422171 -1.892380
47 H -0.179472 0.154423 -0.784112
48 C 5.325324 2.896823 -3.420675
49 O 4.835626 1.834669 -3.048981
50 N 6.059375 3.007136 -4.560475
51 N 5.162152 4.051843 -2.713478
52 H 6.455703 3.871309 -4.878006
53 H 6.196277 2.184178 -5.119143
54 H 4.616325 4.006548 -1.874223
55 H 5.544267 4.933817 -2.997978
56 C 0.946321 -6.789518 2.527192
57 O 0.747049 -5.652716 2.096244
58 N 1.837321 -7.040653 3.534780
59 N 0.307110 -7.878069 2.050345
60 H 2.005940 -7.961988 3.895631
61 H 2.322439 -6.261787 3.936233
62 H -0.359404 -7.737262 1.314239
63 H 0.464457 -8.809439 2.410675
64 C -2.767240 4.119873 -1.633513
65 O -2.860413 3.518749 -0.566780
66 N -3.880102 4.467082 -2.339579
67 N -1.566665 4.475084 -2.164972
68 H -3.848144 4.971495 -3.204458
69 H -4.772314 4.216872 -1.943204
70 H -0.746691 4.219072 -1.630929
71 H -1.470605 4.965688 -3.033269
72 C 1.242033 -11.617184 1.622476
73 O 1.039346 -10.676567 2.381724
74 N 0.501012 -12.755347 1.673967
75 N 2.223175 -11.586689 0.678491
76 H 0.646636 -13.539523 1.066902
77 H -0.226091 -12.801412 2.363726
78 H 2.782979 -10.756900 0.622212
79 H 2.408856 -12.343663 0.048234
80 C -6.582204 4.138456 0.543945
81 O -6.653576 3.440042 -0.467611
82 N -5.414864 4.338221 1.212219
83 N -7.674521 4.764552 1.057610
84 H -5.342925 4.919211 2.025630
85 H -4.587054 3.889140 0.850773
86 H -8.547306 4.647852 0.577149
87 H -7.640089 5.365804 1.858349
88 C 3.745062 -0.830951 -6.151979
89 O 4.627446 -0.859016 -6.997841
90 N 2.554699 -1.483596 -6.300215
91 N 3.876960 -0.142386 -4.984699
92 H 1.824775 -1.463093 -5.607907
93 H 2.416350 -1.998819 -7.148632
94 H 4.728858 0.353953 -4.822004
95 H 3.161144 -0.105081 -4.278243
96 C -7.428820 6.946432 -2.231352
97 O -7.758333 7.412539 -1.146991
98 N -7.171929 5.622038 -2.399953
99 N -7.291362 7.737157 -3.331171
100 H -6.904101 5.223634 -3.279460
101 H -7.256561 5.013496 -1.598081
102 H -7.438040 8.723539 -3.209304
103 H -7.020555 7.390498 -4.230907
104 C 3.774005 -0.184757 -2.391862
105 O 4.745707 -0.596776 -3.011762
106 N 2.560990 -0.814133 -2.408850
107 N 3.828959 0.940169 -1.617221
108 H 1.765006 -0.483500 -1.891892
109 H 2.474971 -1.643955 -2.965388
110 H 4.702457 1.435625 -1.585722
111 H 3.043897 1.298941 -1.103604
112 C -7.070501 10.859349 -0.433171
113 O -6.218698 10.558604 -1.256067
114 N -8.011946 9.982852 0.008099
115 N -7.139536 12.124601 0.096848
116 H -8.722341 10.238841 0.666833
117 H -7.985992 9.034767 -0.365438
118 H -6.460258 12.791427 -0.216788
119 H -7.826857 12.405814 0.768919
120 C -3.967548 0.313792 1.854004
121 O -3.288361 -0.515418 1.255614
122 N -4.075296 1.601487 1.413193
123 N -4.663264 0.010015 2.980694
124 H -4.639781 2.293202 1.869145
125 H -3.595252 1.850062 0.563020
126 H -4.589043 -0.925445 3.333896
127 H -5.224060 0.669867 3.484698
128 C -2.713735 0.116831 6.350697
129 O -3.844063 -0.081727 5.949277
130 N -1.713285 0.537726 5.513337
131 N -2.356961 -0.053939 7.658708
132 H -0.777959 0.726701 5.817547
133 H -1.956034 0.676494 4.548837
134 H -3.073611 -0.355686 8.292353
135 H -1.434182 0.113181 8.010728

Forces on atoms 1 to 3 (eV/Å):
-0.1632 0.4047 -0.2094
0.6822 0.1006 0.0716
-0.5571 -0.1393 -0.8979


Below is 16 unconnected molecules or ions with the total composition C21H74N16O16 in a non-equilibrium geometry, with properties calculated with ωB97M-V with the def2-TZVPD basis set.

Properties
HOMO-LUMO gap	0.280	Eh
multiplicity	1
E_HOMO	-0.30500	hartree
ΔE to the lowest compared entry with this formula, charge and spin	1.317	eV
energy	-2924.32104	hartree

Element x y z (Å)
1 C 5.743791 -0.292950 -1.004064
2 C 5.166551 -0.954269 0.291807
3 O 3.817041 -0.750270 0.494047
4 H 6.852205 -0.198232 -1.030777
5 H 5.318310 0.697496 -1.057007
6 H 5.382786 -0.889250 -1.899304
7 H 5.622153 -0.460105 1.208039
8 H 5.518659 -1.968632 0.437023
9 H 3.717420 0.240689 0.655712
10 C -1.988688 4.266155 3.025734
11 C -1.687980 3.147007 2.037671
12 O -0.360915 2.736878 2.039066
13 H -1.363328 5.168624 3.040700
14 H -2.068615 3.973959 4.030727
15 H -2.987908 4.633715 2.763396
16 H -1.958146 3.391972 1.052239
17 H -2.366939 2.298607 2.194612
18 H -0.319937 1.781620 1.917879
19 C 4.240510 2.658409 1.413466
20 C 2.710096 2.482818 1.660051
21 O 2.501046 1.203981 2.126777
22 H 4.591439 2.155219 0.550973
23 H 4.780918 2.324989 2.267114
24 H 4.515166 3.691807 1.311619
25 H 2.036317 2.695995 0.772399
26 H 2.390555 3.172338 2.438462
27 H 2.952400 1.192789 2.998356
28 C 3.274713 2.881325 -1.981805
29 C 2.913116 4.249856 -1.360403
30 O 2.650505 5.201364 -2.333016
31 H 4.357865 2.859671 -2.086653
32 H 2.832833 2.659354 -3.016145
33 H 3.026782 2.042813 -1.354302
34 H 3.772172 4.578798 -0.784842
35 H 2.113474 4.172759 -0.670866
36 H 2.599313 6.086976 -1.900961
37 C 2.282405 0.825587 -5.200902
38 C 3.019876 0.000874 -4.148240
39 O 4.364080 0.077689 -4.227758
40 H 2.162438 0.172070 -6.131177
41 H 2.795095 1.752907 -5.340549
42 H 1.266941 1.137758 -4.869718
43 H 2.680015 -1.023203 -4.189395
44 H 2.707800 0.290116 -3.103215
45 H 4.553064 -0.238254 -5.106203
46 C -2.046657 -4.780168 3.897752
47 O -2.763963 -5.432831 4.873974
48 N -2.117305 -3.504878 3.829569
49 N -1.337199 -5.343630 2.935867
50 H -2.803811 -3.127763 4.569376
51 H -1.730866 -2.937181 3.065273
52 H -1.281767 -6.399310 2.995933
53 H -0.637299 -4.803865 2.425616
54 C 2.119915 -3.341160 2.664221
55 O 1.097666 -3.965530 3.379447
56 N 2.062391 -2.220577 1.970243
57 N 3.295700 -3.899893 2.616251
58 H 1.178383 -1.765298 1.907436
59 H 2.875541 -1.741486 1.472328
60 H 3.493037 -4.849592 3.066600
61 H 4.097824 -3.233770 2.789811
62 C -3.871463 -0.505911 1.359166
63 O -3.016842 0.378820 0.681064
64 N -4.996955 -0.829190 0.886411
65 N -3.699910 -0.885563 2.586641
66 H -5.134275 -0.499933 -0.108380
67 H -5.683124 -1.391047 1.338109
68 H -2.826964 -0.635324 2.945105
69 H -4.258908 -1.544853 3.069568
70 C -0.604018 -1.449662 -3.847759
71 O 0.239075 -1.553964 -4.924759
72 N -0.966525 -0.327438 -3.277941
73 N -1.314476 -2.465459 -3.400169
74 H -0.372552 0.528906 -3.393165
75 H -1.821588 -0.171589 -2.695878
76 H -1.122632 -3.417837 -3.820864
77 H -1.649920 -2.548083 -2.392854
78 C -4.697577 -0.085787 -2.439509
79 O -3.356217 0.179949 -2.381656
80 N -5.250425 -0.897908 -3.263232
81 N -5.468072 0.403179 -1.481474
82 H -4.672350 -1.110453 -4.100324
83 H -6.325113 -0.892357 -3.319178
84 H -5.149779 1.355575 -1.140448
85 H -6.387824 0.089108 -1.255674
86 C -1.816851 -3.369624 0.274751
87 O -1.068738 -2.741444 1.277279
88 N -2.361034 -4.502832 0.399366
89 N -2.129303 -2.727028 -0.861563
90 H -2.231814 -4.832119 1.381065
91 H -1.976322 -5.157031 -0.269734
92 H -1.825459 -1.716812 -0.728736
93 H -3.011262 -2.980662 -1.336123
94 C -4.323646 3.738459 -0.360585
95 O -4.509513 4.833342 -1.218917
96 N -4.853803 3.616332 0.796238
97 N -3.755509 2.669841 -0.824546
98 H -5.367776 4.387897 1.185427
99 H -4.828774 2.781717 1.365534
100 H -3.305697 2.671248 -1.764409
101 H -3.479481 1.814526 -0.249858
102 C 0.320001 -0.026222 0.121195
103 O 1.556286 0.214251 -0.542720
104 N -0.794773 -0.277000 -0.531901
105 N 0.254999 0.006281 1.451773
106 H -0.639290 -0.313961 -1.586254
107 H -1.667374 0.040655 -0.004511
108 H 1.145141 0.426147 1.835648
109 H -0.391108 -0.417564 2.171917
110 C -0.116785 2.712105 -1.833894
111 O 0.287610 2.032082 -2.954093
112 H -1.153794 2.486289 -1.571114
113 H -0.107321 3.731877 -1.936856
114 H 0.481701 2.572976 -0.979420
115 H 1.210673 1.833481 -2.890825
116 C 0.238619 -0.632829 4.657440
117 O -0.848944 -1.055057 3.865225
118 H -0.029954 -0.407293 5.669889
119 H 0.765445 0.252307 4.220029
120 H 0.893598 -1.484854 4.754075
121 H -1.051015 -1.921200 4.160790
122 C 1.606358 -2.692791 -1.612422
123 O 2.925260 -2.197335 -1.838331
124 H 0.895357 -1.894853 -1.642117
125 H 1.533515 -3.073630 -0.615431
126 H 1.248199 -3.426471 -2.298674
127 H 3.062028 -1.479264 -1.147673

Forces on atoms 1 to 3 (eV/Å):
-0.6794 -1.5769 -0.1760
3.4476 1.7183 1.3449
-0.8255 1.4035 -0.3605


Below is 17 unconnected molecules or ions with the total composition C21H76N14O17 in a non-equilibrium geometry, with properties calculated with ωB97M-V with the def2-TZVPD basis set.

Properties
HOMO-LUMO gap	0.306	Eh
multiplicity	1
E_HOMO	-0.31493	hartree
ΔE to the lowest compared entry with this formula, charge and spin	0.465	eV
energy	-2891.16405	hartree

Element x y z (Å)
1 C -0.195527 0.577039 -0.541615
2 C -0.315704 -0.428376 0.602775
3 O 0.946352 -1.044357 0.728034
4 H -1.180416 1.087000 -0.720724
5 H 0.232573 0.109201 -1.416955
6 H 0.595471 1.253871 -0.245712
7 H -1.006926 -1.160557 0.299357
8 H -0.667722 0.031286 1.493235
9 H 1.557223 -0.523683 1.223787
10 C -5.477810 2.206847 -0.969187
11 C -4.839354 0.842694 -0.572475
12 O -5.499675 -0.133813 -1.262155
13 H -6.469900 1.951369 -1.146029
14 H -5.022106 2.564655 -1.896793
15 H -5.333690 2.928142 -0.161164
16 H -4.875675 0.620334 0.497955
17 H -3.791726 0.886421 -0.740897
18 H -5.462122 -0.954450 -0.764422
19 C -1.600064 -1.873674 3.497354
20 C -2.553170 -0.617417 3.434179
21 O -3.658257 -0.721445 4.391501
22 H -1.331019 -2.086703 4.502660
23 H -0.694656 -1.556300 2.924422
24 H -2.022042 -2.793192 3.107676
25 H -2.778408 -0.444609 2.385237
26 H -2.031520 0.223827 3.741373
27 H -3.277001 -0.563730 5.265178
28 C -2.783406 -1.896578 -1.724925
29 C -2.960472 -2.061173 -3.209922
30 O -1.756861 -1.860799 -3.920183
31 H -2.589567 -0.826300 -1.603366
32 H -1.929542 -2.444915 -1.379224
33 H -3.571515 -2.297958 -1.144926
34 H -3.810808 -1.411321 -3.503544
35 H -3.232925 -3.116452 -3.399479
36 H -1.997777 -1.939897 -4.826310
37 C -1.860238 4.366161 -0.173897
38 O -1.771328 4.790283 1.167112
39 N -2.662075 3.500438 -0.711558
40 N -1.020608 4.963611 -1.060426
41 H -3.108998 2.917400 -0.025043
42 H -2.614319 3.026579 -1.679866
43 H -0.314192 5.658063 -0.697378
44 H -0.853688 4.653501 -2.030952
45 C 1.633605 -1.566739 -2.853481
46 O 1.576315 -0.611816 -3.868820
47 N 0.604151 -2.266455 -2.394699
48 N 2.754459 -1.689971 -2.201566
49 H -0.325974 -2.252105 -2.802654
50 H 0.778709 -2.859422 -1.561290
51 H 3.516191 -1.060407 -2.241752
52 H 2.866628 -2.520944 -1.610551
53 C 5.798503 -2.112652 0.361980
54 O 6.349100 -3.010727 1.158334
55 N 6.314969 -1.567906 -0.725717
56 N 4.582398 -1.615266 0.625494
57 H 7.251796 -1.927826 -0.999418
58 H 5.718354 -0.957569 -1.274139
59 H 4.282741 -2.013996 1.529357
60 H 4.099639 -0.677513 0.316890
61 C -2.808137 1.667063 -3.457195
62 O -4.078551 1.155919 -3.611321
63 N -2.552018 2.902072 -3.254402
64 N -1.775627 0.987458 -3.450433
65 H -3.403086 3.523959 -3.552316
66 H -1.672450 3.346006 -3.508255
67 H -1.973363 -0.066964 -3.493148
68 H -0.821226 1.352735 -3.377478
69 C 2.202489 -4.327244 -0.290731
70 O 2.240152 -5.721802 -0.267865
71 N 3.308666 -3.710040 -0.611540
72 N 1.263071 -3.516144 -0.076046
73 H 4.196761 -4.270049 -0.716076
74 H 3.664540 -2.928034 -0.088856
75 H 0.279089 -3.842993 0.111227
76 H 1.369982 -2.543678 0.232808
77 C 0.768624 2.456689 2.136432
78 O 1.824969 1.490631 1.958727
79 N 0.603695 3.605475 1.558000
80 N -0.200327 2.352078 3.084341
81 H 1.035354 3.825801 0.619515
82 H -0.274191 4.141770 1.740269
83 H -0.047045 1.531661 3.664802
84 H -0.691377 3.185171 3.532143
85 C 4.165266 1.099046 -0.955636
86 O 4.711909 0.603840 -2.111568
87 N 4.614970 2.147911 -0.393210
88 N 3.231530 0.463491 -0.343416
89 H 5.422749 2.687360 -0.854285
90 H 4.338943 2.633089 0.488583
91 H 2.758993 -0.186966 -1.025524
92 H 2.715877 0.870375 0.495741
93 C 1.777363 2.367437 -3.602044
94 O 0.572176 2.469308 -2.883660
95 H 2.349092 1.604897 -3.089131
96 H 2.209416 3.354183 -3.626432
97 H 1.529026 2.095478 -4.599313
98 H 0.835608 2.931850 -2.062208
99 C 2.814088 4.803421 -1.269710
100 O 2.184360 3.716833 -0.722371
101 H 2.265553 5.497954 -1.907531
102 H 3.741363 4.499304 -1.674695
103 H 3.161010 5.391986 -0.449041
104 H 2.853097 3.047468 -0.505006
105 C 1.575966 -0.656030 4.223015
106 O 0.705846 0.341853 4.660615
107 H 1.285755 -1.041529 3.240143
108 H 1.260378 -1.373402 4.992566
109 H 2.569242 -0.307406 4.330501
110 H 1.154530 0.637037 5.509675
111 C -1.362964 -5.521015 0.436026
112 O -1.206811 -4.090936 0.708023
113 H -1.933909 -5.770472 -0.469000
114 H -1.573181 -6.071446 1.367335
115 H -0.366051 -5.801809 0.230403
116 H -2.009716 -3.586813 0.847846
117 C -3.732835 2.292517 2.488519
118 O -2.666691 2.072997 1.614252
119 H -4.388449 2.929080 1.893223
120 H -3.327390 2.787864 3.354381
121 H -4.149841 1.372768 2.720105
122 H -1.882467 2.029264 2.201715
123 C 0.875447 -4.515410 2.948321
124 O 1.608121 -4.367740 4.082118
125 H -0.130011 -4.855602 3.109463
126 H 1.407359 -5.264327 2.339106
127 H 0.905966 -3.514622 2.429670
128 H 2.458930 -4.110336 3.759161

Forces on atoms 1 to 3 (eV/Å):
-0.6795 0.3302 0.7208
0.8060 1.2778 -1.8973
-0.1040 -1.1717 0.1989